Record 1
The following is a DFT calculation (ωB97M-V with the def2-TZVPD basis set) of one molecule with the formula C3H5NS2.

HOMO energy   -8.63 eV
Electronic energy   -26352.343 eV
SMILES string   CC(=S)C(N)=S
Energy above the lowest of the compared OMol25 structures with the same formula, charge and spin   37.6 kJ/mol
E_LUMO   -0.050 Ha

CARTESIAN COORDINATES (ANGSTROEM)
1 H 1.4748 -1.1377 -1.4563
2 H 1.3929 -2.4037 -0.2383
3 C 0.8384 -1.5967 -0.7130
4 C 0.3659 -0.5896 0.2885
5 H -0.8664 1.1690 1.6652
6 S -0.5651 0.8814 -1.8671
7 N -1.0072 1.3576 0.6849
8 C -0.4370 0.5867 -0.2496
9 H 0.0099 -1.9721 -1.2713
10 H -1.5047 2.1789 0.3995
11 S 0.6863 -0.7401 1.8766

---

Record 2
The following is a DFT calculation (ωB97M-V with the def2-TZVPD basis set) of a 2-piece molecular cluster, C3H5NS2 overall in a non-equilibrium geometry.

HOMO energy (alpha / beta)   -7.47 / -6.52 eV
Electronic energy   -26347.783 eV
Energy above the lowest of the compared OMol25 structures with the same formula, charge and spin   477.6 kJ/mol
E_LUMO (alpha / beta)   0.008 / 0.005 Ha

CARTESIAN COORDINATES (ANGSTROEM)
1 H -0.2099 1.8764 -0.0421
2 H 2.4319 1.4993 -0.6316
3 C 0.3290 0.9071 -0.0834
4 C 1.6355 0.8128 -0.3062
5 S 2.2671 -0.8109 -0.0348
6 H 0.4953 -2.3727 0.5167
7 N 0.6684 -1.3519 0.2165
8 C -0.2783 -0.3801 0.2447
9 H -0.8390 -0.4486 2.2458
10 S -1.9401 -0.7169 -0.3783
11 H -1.8927 -1.9548 -0.5025